No. 1
Below is a 2-piece molecular cluster, C5H12N2O overall at a distorted geometry, with properties calculated with ωB97M-V with the def2-TZVPD basis set.

Last column: Löwdin charge in e.
Cartesian coordinates (Å):
C1 0.76 0.47 -1.42  -0.058
C2 0.20 1.13 -0.17  -0.404
C3 0.36 2.64 -0.18  -0.046
O1 -1.28 1.02 -0.06  -0.220
N1 -1.82 -0.26 0.28  0.008
H1 0.26 0.86 -2.30  0.082
H2 0.62 -0.61 -1.38  0.059
H3 1.82 0.68 -1.49  0.085
H4 0.63 0.68 0.73  0.118
H5 1.08 2.98 0.55  0.078
H6 0.60 3.01 -1.18  0.075
H7 -0.65 3.01 0.10  0.088
H8 -2.51 -0.47 -0.43  0.097
H9 -2.31 -0.13 1.17  0.095
C4 -0.07 -2.71 0.92  -0.084
C5 1.23 -2.11 1.06  -0.311
N2 2.25 -1.61 1.16  0.138
H10 -0.03 -3.49 0.16  0.086
H11 -0.78 -1.93 0.61  0.029
H12 -0.38 -3.14 1.87  0.085

Output
2S+1 ... 1

No. 2
Below is a 2-piece molecular cluster, C5H12N2O overall at a distorted geometry, with properties calculated with ωB97M-V with the def2-TZVPD basis set.

Last column: Löwdin charge in e.
Cartesian coordinates (Å):
O1 -0.94 0.15 -1.98  -0.007
C1 -1.34 0.29 -0.79  -0.597
N1 -2.42 -0.18 -0.15  0.032
C2 -3.05 -1.45 -0.88  -0.095
N2 2.88 1.51 1.04  0.115
C3 -0.38 1.10 0.09  -0.131
C4 0.68 0.25 0.76  -0.152
C5 1.44 -0.89 -0.08  -0.021
H1 -3.50 -1.12 -1.80  0.045
H2 -2.13 -2.12 -1.27  0.105
H3 -3.61 -1.91 -0.10  0.035
H4 3.21 0.94 1.82  0.031
H5 2.91 2.44 1.37  0.012
H6 0.21 1.47 -0.72  0.100
H7 -0.86 1.90 0.67  0.134
H8 1.65 0.89 0.95  0.028
H9 1.30 -0.34 -0.98  0.054
H10 0.31 -0.09 1.73  0.119
H11 1.19 -2.04 0.07  0.144
H12 2.47 -0.80 0.25  0.049

Output
2S+1 ... 1

No. 3
Below is a 2-piece molecular cluster, C5H12N2O overall at a distorted geometry, with properties calculated with ωB97M-V with the def2-TZVPD basis set.

Last column: Löwdin charge in e.
Cartesian coordinates (Å):
C1 -1.89 1.23 -0.83  -0.026
N1 -1.31 0.19 -1.32  0.031
C2 0.13 0.15 -1.22  -0.438
C3 0.87 1.14 -1.68  0.050
C4 0.61 -1.21 -0.85  -0.206
C5 1.20 -1.36 0.58  -0.252
N2 2.54 -0.59 0.60  0.000
H1 -1.25 1.97 -0.42  0.054
H2 -2.94 1.40 -0.95  0.060
H3 1.91 1.00 -1.78  0.042
H4 0.40 2.19 -1.84  0.099
H5 1.52 -1.47 -1.50  0.118
H6 -0.25 -2.11 -1.01  0.170
H7 1.15 -2.42 0.86  0.086
H8 0.51 -0.68 1.28  0.139
H9 3.28 -1.07 0.04  0.081
H10 2.88 -0.58 1.49  -0.002
O1 -3.27 0.72 3.07  -0.032
H11 -3.75 0.77 2.26  0.025
H12 -2.36 0.72 3.24  0.002

Output
2S+1 ... 1

No. 4
Below is a 2-piece molecular cluster, C5H12N2O overall at a distorted geometry, with properties calculated with ωB97M-V with the def2-TZVPD basis set.

Last column: Löwdin charge in e.
Cartesian coordinates (Å):
C1 3.09 -1.40 -0.03  0.212
C2 0.64 1.07 0.04  -0.445
C3 -1.65 0.63 -1.24  -0.068
C4 -1.73 0.71 1.27  -0.032
C5 -0.86 1.20 -0.02  -0.302
N1 0.14 -1.25 -0.15  -0.081
N2 1.17 -0.30 -0.13  -0.010
O1 1.36 1.99 0.30  0.069
H1 2.64 -1.96 -0.70  -0.033
H2 3.46 -1.94 0.78  0.009
H3 -0.99 0.82 -2.05  0.072
H4 -2.55 1.18 -1.17  0.065
H5 -1.78 -0.42 -1.18  0.043
H6 -2.78 0.75 1.06  0.050
H7 -1.47 1.29 2.13  0.058
H8 -1.50 -0.43 1.43  0.090
H9 -0.90 2.24 -0.01  0.100
H10 -0.03 -1.64 0.76  0.073
H11 -0.10 -1.83 -1.01  0.126
H12 3.83 -0.69 -0.09  0.003

Output
2S+1 ... 1

No. 5
Below is C5H12N2O as an isolated structure at a distorted geometry, with properties calculated with ωB97M-V with the def2-TZVPD basis set.

Last column: Löwdin charge in e.
Cartesian coordinates (Å):
C1 -0.05 2.17 -0.21  -0.020
C2 -0.62 1.11 0.70  -0.577
N1 0.31 0.59 1.65  0.074
O1 -1.82 1.06 0.96  0.048
H1 0.86 1.27 2.18  0.107
H2 -0.07 -0.18 2.19  0.095
H3 -0.19 3.15 0.27  0.091
H4 -0.61 2.17 -1.15  0.083
H5 1.01 2.03 -0.41  0.074
C3 -1.19 -1.85 -0.12  -0.081
C4 1.54 -0.89 -0.23  0.004
C5 -0.29 -0.87 -0.82  -0.369
N2 -0.48 -0.61 -2.05  0.114
H6 0.21 0.04 -2.44  0.050
H7 -0.70 -2.23 0.79  0.067
H8 -1.42 -2.70 -0.76  0.083
H9 -2.12 -1.36 0.17  0.073
H10 1.55 -1.94 0.05  0.037
H11 2.14 -0.28 0.43  0.023
H12 1.97 -0.67 -1.20  0.025

Output
2S+1 ... 1

No. 6
Below is an isolated ion of composition C5H12N2O and charge +1 at a distorted geometry, with properties calculated with ωB97M-V with the def2-TZVPD basis set.

Last column: Löwdin charge in e.
Cartesian coordinates (Å):
N1 0.19 3.03 0.50  0.075
C1 0.79 1.77 0.25  -0.222
C2 0.09 0.65 1.14  -0.126
N2 0.22 -0.73 0.71  0.157
C3 -1.57 -1.65 -0.60  0.011
C4 -0.14 -1.01 -0.68  -0.291
C5 0.83 -2.01 -1.29  -0.202
O1 1.45 -2.82 -0.67  0.130
H1 0.63 3.48 1.31  0.108
H2 -0.77 2.96 0.81  0.098
H3 0.81 1.51 -0.82  0.110
H4 1.87 1.69 0.41  0.133
H5 0.50 0.76 2.15  0.140
H6 -0.96 0.86 1.34  0.135
H7 1.17 -1.03 0.95  0.169
H8 -2.33 -0.88 -0.68  0.091
H9 -1.73 -2.31 -1.46  0.096
H10 -1.71 -2.22 0.31  0.099
H11 -0.21 -0.12 -1.30  0.140
H12 0.87 -1.94 -2.39  0.152

Output
Net charge ... +1
2S+1 ... 2

No. 7
Below is an isolated ion of composition C5H12N2O and charge +1 at a distorted geometry, with properties calculated with ωB97M-V with the def2-TZVPD basis set.

Last column: Löwdin charge in e.
Cartesian coordinates (Å):
C1 -0.63 -0.72 -0.95  -0.196
N1 -1.19 0.49 -0.40  0.069
C2 -1.94 0.34 0.78  -0.245
C3 -1.04 0.03 2.03  -0.042
C4 0.51 -0.25 -1.81  -0.137
N2 1.20 0.77 -1.06  0.162
C5 2.36 0.32 -0.25  -0.270
O1 2.15 -0.76 0.46  0.143
H1 -1.36 -1.38 -1.42  0.151
H2 -0.16 -1.27 -0.14  0.116
H3 0.49 1.37 -0.60  0.140
H4 -2.60 -0.54 0.75  0.130
H5 -2.53 1.21 1.02  0.118
H6 -1.67 -0.45 2.77  0.084
H7 -0.19 -0.61 1.87  0.056
H8 -0.68 0.96 2.47  0.079
H9 1.22 -1.02 -2.09  0.142
H10 0.18 0.26 -2.72  0.155
H11 3.12 0.10 -1.02  0.185
H12 2.76 1.16 0.31  0.161

Output
Net charge ... +1
2S+1 ... 2

No. 8
Below is a 2-piece molecular cluster, C5H12N2O2 overall at a distorted geometry, with properties calculated with ωB97M-V with the def2-TZVPD basis set.

Last column: Löwdin charge in e.
Cartesian coordinates (Å):
C1 -0.08 -0.98 -1.32  -0.148
N1 -1.28 -1.17 -0.58  -0.054
C2 -2.11 -0.21 -0.08  -0.480
C3 -3.12 -0.64 0.97  -0.032
O1 -1.90 1.06 -0.11  -0.046
H1 -0.08 0.13 -1.82  0.149
H2 0.69 -1.30 -0.45  0.072
H3 0.15 -1.84 -2.26  0.146
H4 -1.42 -2.18 -0.60  0.141
H5 -2.92 -1.71 1.27  0.082
H6 -4.23 -0.54 0.57  0.123
H7 -3.15 -0.17 1.91  0.047
C4 2.21 -0.13 0.28  -0.045
C5 2.70 1.41 0.21  -0.550
N2 1.65 2.35 0.20  0.089
O2 3.83 1.67 -0.16  0.023
H8 2.63 -0.60 -0.75  0.143
H9 1.19 -0.20 0.36  -0.045
H10 2.51 -0.61 1.31  0.115
H11 1.91 3.40 0.14  0.132
H12 0.83 2.26 0.93  0.139

Output
2S+1 ... 1

No. 9
Below is a 2-piece molecular cluster, C5H12N2O2 overall at a distorted geometry, with properties calculated with ωB97M-V with the def2-TZVPD basis set.

Last column: Löwdin charge in e.
Cartesian coordinates (Å):
C1 -2.34 0.16 0.69  -0.005
C2 -1.19 -0.59 0.09  -0.473
O1 -1.31 -1.37 -0.84  0.073
N1 0.02 -0.70 0.94  -0.064
N2 0.48 -2.03 1.16  0.070
H1 -2.79 0.77 -0.09  0.091
H2 -2.04 0.82 1.51  0.080
H3 -3.09 -0.56 1.03  0.100
H4 -0.05 -0.17 1.81  0.145
H5 0.17 -2.58 0.36  0.085
H6 1.50 -2.01 1.10  0.084
C3 1.75 -0.18 -1.30  -0.040
C4 1.32 0.55 -0.05  -0.511
C5 0.06 1.75 -0.53  -0.020
O2 2.14 0.99 0.75  -0.011
H7 2.25 0.52 -1.97  0.093
H8 2.46 -0.97 -1.04  0.079
H9 0.89 -0.61 -1.80  0.067
H10 -0.66 1.57 -1.33  0.056
H11 -0.32 2.15 0.41  0.049
H12 0.76 2.49 -0.92  0.054

Output
2S+1 ... 1

No. 10
Below is C5H12N2O2 as an isolated structure at a distorted geometry, with properties calculated with ωB97M-V with the def2-TZVPD basis set.

Last column: Löwdin charge in e.
Cartesian coordinates (Å):
C1 0.42 -1.95 -0.57  -0.073
C2 0.83 -0.52 -0.14  -0.558
C3 0.07 -0.03 1.23  -0.348
C4 -0.16 0.80 0.02  -0.398
C5 -1.44 0.68 -0.91  -0.248
H1 -0.68 -1.82 -1.18  0.108
H2 1.52 -2.46 -1.40  0.191
H3 0.43 -2.60 0.65  0.161
H4 2.62 0.10 -0.98  0.111
H5 2.14 0.70 0.70  0.160
H6 0.76 0.47 1.94  0.136
H7 -1.10 -1.74 1.18  0.272
H8 0.18 2.58 1.09  0.117
H9 0.34 2.75 -0.82  0.179
H10 -2.02 1.76 -1.14  0.149
H11 -0.75 0.38 -1.91  0.164
H12 -2.60 -0.09 0.63  0.203
N1 2.18 -0.26 -0.05  -0.009
N2 0.66 2.10 0.21  -0.009
O1 -1.05 -0.55 1.87  -0.134
O2 -2.35 -0.30 -0.44  -0.174

Output
2S+1 ... 1

No. 11
Below is the molecule C5H12N2OS at a distorted geometry, with properties calculated with ωB97M-V with the def2-TZVPD basis set.

Last column: Löwdin charge in e.
Cartesian coordinates (Å):
C1 -0.08 1.35 0.30  -0.653
C2 0.18 -1.55 -0.26  -0.571
C3 0.62 2.69 0.03  -0.045
C4 0.92 -1.69 -1.52  -0.061
C5 -2.53 -1.59 0.30  -0.335
N1 1.06 0.40 0.72  -0.017
N2 0.51 -0.78 0.81  -0.083
O1 -0.60 0.80 -0.71  -0.153
S1 -1.05 -2.75 0.13  0.883
H1 -0.71 1.52 1.21  0.129
H2 1.43 2.43 -0.74  0.098
H3 1.09 2.92 0.96  0.056
H4 -0.04 3.40 -0.41  0.063
H5 1.94 -1.21 -1.50  0.108
H6 0.24 -1.09 -2.07  0.083
H7 1.03 -2.73 -1.66  0.060
H8 -2.47 -1.01 1.23  0.030
H9 -3.46 -2.15 0.20  0.027
H10 -2.50 -0.83 -0.55  0.065
H11 1.75 0.49 -0.10  0.142
H12 0.25 -1.02 1.79  0.175

Output
2S+1 ... 1

No. 12
Below is a 2-piece molecular cluster, C5H12N2OS overall at a distorted geometry, with properties calculated with ωB97M-V with the def2-TZVPD basis set.

Last column: Löwdin charge in e.
Cartesian coordinates (Å):
C1 1.44 1.59 -1.46  0.035
N1 1.72 0.38 -1.19  0.075
C2 2.09 -0.32 -0.20  -0.633
C3 3.62 -0.17 0.08  -0.003
O1 1.43 -1.11 0.42  0.066
H1 1.24 1.71 -2.55  0.107
H2 1.44 2.27 -0.66  0.072
H3 4.22 -0.58 -0.78  0.086
H4 4.01 -0.80 0.91  0.091
H5 3.91 0.89 -0.07  0.077
C4 -2.20 1.01 -1.84  -0.144
N2 -2.54 0.79 -0.38  -0.650
C5 -2.39 -0.61 -0.11  -0.238
S1 -1.55 1.76 0.68  0.732
H6 -1.33 0.40 -1.91  0.036
H7 -2.94 0.53 -2.50  0.081
H8 -2.09 2.09 -2.00  0.070
H9 -1.36 -1.06 -0.30  0.095
H10 -2.74 -0.66 0.99  0.098
H11 -3.17 -1.19 -0.58  0.065
H12 -0.32 1.17 0.24  -0.118

Output
2S+1 ... 1

What did we get for relative energy (zero: lowest compared OMol25 entry of this formula, charge and spin)? Answer: 319.4; 873.7; 404.3; 651.0; 368.7; 161.0; 473.1; 392.9; 355.8; 1092.4; 263.1; 172.8 kJ/mol, in the order shown.
What did we get for E? Answer: -10405.1135; -10399.3688; -10404.2333; -10401.6766; -10404.6023; -10397.6337; -10394.3986; -12451.9099; -12452.2949; -12444.6607; -21238.5659; -21239.5015 eV, in the order shown.